# C35H44BaCl5N3PSSe2Te2

C35H44BaCl5N3PSSe2Te2 as an isolated structure (ωB97M-V with the def2-TZVPD basis set, the OMol25 dataset).

XYZ file:
```
94
Properties=species:S:1:pos:R:3
Ba 0.545 0.099 0.019
C -0.217 7.047 -3.196
C 0.484 5.695 -3.379
C 1.505 5.524 -2.254
C 1.237 5.687 -4.716
C -0.553 4.574 -3.377
C -1.557 4.558 -4.363
C -2.519 3.572 -4.419
C -2.482 2.560 -3.465
S -3.546 1.218 -3.227
C -2.581 0.717 -1.838
N -1.551 1.473 -1.607
C -1.488 2.540 -2.490
C -0.531 3.556 -2.439
C -2.997 -0.410 -0.981
C -4.132 -1.145 -1.346
C -4.578 -2.163 -0.528
C -3.878 -2.431 0.645
C -2.743 -1.697 0.964
C -2.242 -0.644 0.182
H 0.519 7.854 -3.202
H -0.754 7.081 -2.245
H -0.935 7.242 -3.994
H 2.238 6.332 -2.300
H 2.043 4.580 -2.342
H 1.031 5.558 -1.270
H 1.993 6.476 -4.727
H 0.563 5.850 -5.558
H 1.738 4.731 -4.868
H -1.583 5.343 -5.108
H -3.282 3.590 -5.188
H 0.244 3.490 -1.688
H -4.665 -0.927 -2.267
H -5.453 -2.741 -0.798
H -4.216 -3.228 1.300
H -2.217 -1.955 1.882
Se 1.442 1.644 5.272
Te 2.574 0.261 3.506
Te 0.840 -1.881 3.239
Se 1.777 -2.762 1.094
C -0.308 4.093 3.253
C 0.297 3.243 2.120
N -0.684 2.275 1.634
C -1.838 2.952 1.060
C -2.491 3.872 2.123
N -1.746 3.671 3.407
C -1.827 2.224 3.823
C -1.131 1.404 2.726
H -0.318 5.163 3.044
H 0.192 3.873 4.198
H 1.158 2.704 2.517
H 0.619 3.865 1.284
H -2.534 2.189 0.713
H -1.528 3.541 0.198
H -3.534 3.621 2.315
H -2.416 4.930 1.875
H -2.168 4.238 4.135
H -2.886 1.995 3.943
H -1.287 2.128 4.767
H -1.793 0.650 2.299
H -0.265 0.915 3.168
C -1.418 -3.152 -4.731
C -1.300 -2.105 -3.628
P 0.097 -2.284 -2.440
C -0.103 -4.014 -1.850
C -1.289 -4.192 -0.913
C 1.554 -2.538 -3.546
C 2.850 -2.243 -2.794
H -2.231 -2.903 -5.417
H -1.628 -4.140 -4.320
H -0.501 -3.222 -5.319
H -2.214 -2.074 -3.032
H -1.193 -1.103 -4.055
H 0.823 -4.250 -1.320
H -0.167 -4.684 -2.713
H -1.145 -3.598 -0.010
H -1.394 -5.237 -0.611
H -2.227 -3.877 -1.377
H 1.454 -1.867 -4.401
H 1.554 -3.563 -3.927
H 2.885 -1.192 -2.496
H 3.728 -2.447 -3.409
H 2.930 -2.842 -1.883
Cl 3.411 2.246 0.329
C 3.264 2.301 -1.447
C 2.203 1.607 -2.018
C 2.153 1.699 -3.391
Cl 0.828 0.906 -4.229
C 3.080 2.388 -4.172
Cl 2.979 2.399 -5.904
C 4.120 3.070 -3.543
Cl 5.268 3.966 -4.470
C 4.213 3.030 -2.154
Cl 5.483 3.894 -1.353
```

Computed properties:
ΔE to the lowest compared entry with this formula, charge and spin = 0.000 eV
Total energy = -9929.4155 a.u.
Gap between HOMO and LUMO = 0.1759 hartree
Spin multiplicity = 1
Net charge = -1

# C20H50O5

A 5-piece molecular cluster, C20H50O5 overall at a distorted geometry (ωB97M-V with the def2-TZVPD basis set, the OMol25 dataset).

XYZ file:
```
75
Properties=species:S:1:pos:R:3
C -4.118 -1.058 -0.632
C -4.319 -1.148 0.748
O -4.863 -0.001 1.165
C -5.312 0.117 2.667
C -5.546 1.428 2.948
H -3.786 -1.932 -1.250
H -3.358 -0.418 -0.944
H -4.968 -0.791 -1.039
H -3.387 -1.435 1.445
H -5.092 -1.940 1.053
H -4.346 -0.209 3.192
H -6.279 -0.437 2.854
H -6.428 1.831 2.457
H -4.918 2.011 2.777
H -5.730 1.693 3.858
C 7.407 -1.932 -0.258
C 6.807 -1.506 1.124
O 5.338 -1.303 0.964
C 4.768 -0.830 2.167
C 3.513 -0.094 1.840
H 7.379 -1.190 -0.956
H 6.947 -2.827 -0.410
H 8.430 -2.242 -0.323
H 7.141 -0.503 1.297
H 6.959 -2.258 1.912
H 5.579 -0.207 2.523
H 4.517 -1.796 2.871
H 3.926 0.644 1.119
H 3.113 0.080 2.768
H 2.861 -0.659 1.514
C -1.094 5.076 -2.994
C -0.251 3.772 -3.273
O -1.044 2.624 -3.462
C -0.431 1.310 -3.201
C -1.342 0.321 -3.426
H -1.936 5.013 -2.248
H -1.783 5.306 -4.023
H -0.573 5.904 -2.802
H 0.360 3.667 -2.397
H 0.590 4.050 -4.022
H -0.224 1.367 -2.015
H 0.433 1.382 -3.709
H -1.662 0.369 -4.520
H -2.199 0.423 -2.802
H -0.926 -0.594 -3.379
C -1.443 -4.358 0.364
C 0.065 -4.338 0.205
O 0.361 -3.267 -0.799
C 1.704 -3.055 -0.895
C 2.045 -1.988 -1.817
H -1.819 -5.130 0.927
H -1.924 -4.871 -0.607
H -2.049 -3.484 0.697
H 0.603 -5.178 -0.219
H 0.581 -4.114 1.128
H 2.237 -4.025 -1.145
H 2.038 -2.739 0.113
H 1.903 -2.221 -2.974
H 3.165 -1.744 -1.626
H 1.589 -0.917 -1.711
C -0.044 4.201 1.102
C -1.154 3.218 0.938
O -0.473 2.052 1.161
C -1.197 0.861 1.134
C -0.239 -0.282 1.348
H -0.419 5.190 0.823
H 0.819 4.211 0.580
H 0.176 4.210 2.103
H -1.421 3.453 0.032
H -1.871 3.289 1.749
H -1.692 0.793 0.161
H -1.800 0.798 1.805
H 0.524 -0.028 2.155
H 0.405 -0.453 0.649
H -0.826 -1.164 1.438
```

Computed properties:
ΔE to the lowest compared entry with this formula, charge and spin = 3.340 eV
Total energy = -1167.6932 a.u.
Gap between HOMO and LUMO = 0.3764 hartree
Spin multiplicity = 1

# C31H29F2N2

A 2-piece molecular cluster, C31H29F2N2 overall at a distorted geometry (ωB97M-V with the def2-TZVPD basis set, the OMol25 dataset).

XYZ file:
```
64
Properties=species:S:1:pos:R:3
F 2.109 -5.680 -0.103
C 1.693 -4.641 0.693
C 2.190 -4.499 2.005
C 1.636 -3.503 2.829
C 0.703 -2.627 2.298
C 0.391 -2.649 0.942
C -0.557 -1.602 0.429
C -1.223 -1.866 -0.919
C -2.490 -1.522 -1.218
C -3.256 -2.228 -2.229
C -2.851 -3.482 -2.762
C -3.711 -4.142 -3.638
F -3.333 -5.377 -4.121
C -4.933 -3.602 -4.064
C -5.292 -2.335 -3.566
C -4.465 -1.664 -2.667
C 0.806 -3.727 0.133
H 2.921 -5.225 2.354
H 2.011 -3.379 3.857
H 0.198 -1.944 2.971
H -1.333 -1.354 1.194
H -0.656 -2.499 -1.655
H -2.963 -0.685 -0.688
H -1.904 -3.932 -2.454
H -5.551 -4.142 -4.794
H -6.205 -1.860 -3.931
H -4.733 -0.675 -2.287
H 0.427 -3.888 -0.887
C 2.159 0.886 -1.510
N 0.918 1.439 -1.007
C 0.568 1.489 0.306
H -0.017 -0.676 0.394
C 1.518 1.541 1.390
C 2.074 2.831 1.456
C 2.975 3.179 2.428
C 3.345 2.207 3.363
C 4.301 2.564 4.451
C 2.820 0.915 3.300
C 1.929 0.565 2.300
N -0.683 2.034 0.365
C -1.405 2.328 1.597
C -0.940 2.686 -0.857
C 0.067 2.292 -1.737
C 0.479 3.098 -2.776
C -0.204 4.311 -2.952
C -1.225 4.704 -2.068
C -1.589 3.902 -0.967
H 2.097 0.929 -2.602
H 3.031 1.455 -1.139
H 2.228 -0.173 -1.204
H 1.785 3.578 0.726
H 3.389 4.192 2.480
H 4.454 1.727 5.147
H 5.275 2.858 4.032
H 3.919 3.428 5.014
H 3.093 0.149 4.028
H 1.519 -0.423 2.166
H -2.437 2.641 1.337
H -1.493 1.377 2.161
H -0.905 3.112 2.218
H 1.347 2.801 -3.353
H 0.023 4.939 -3.812
H -1.777 5.636 -2.238
H -2.268 4.209 -0.160
```

Computed properties:
ΔE to the lowest compared entry with this formula, charge and spin = 0.000 eV
Total energy = -1507.6617 a.u.
Gap between HOMO and LUMO = 0.2732 hartree
Spin multiplicity = 1
Net charge = +1

# C3H4N2O2

A single C3H4N2O2 molecule (ωB97M-V with the def2-TZVPD basis set, the OMol25 dataset).

XYZ file:
```
11
Properties=species:S:1:pos:R:3
N -1.701 -0.352 0.207
C -0.492 0.224 -0.304
C 0.054 1.447 0.456
O 1.332 1.220 0.583
C 1.755 -0.126 0.198
O 2.866 -0.500 0.398
N 0.647 -0.684 -0.325
H -2.455 -0.356 -0.471
H -2.023 0.102 1.057
H -0.660 0.601 -1.331
H 0.573 -1.677 -0.471
```

Computed properties:
ΔE to the lowest compared entry with this formula, charge and spin = 3.297 eV
Total energy = -376.6426 a.u.
Gap between HOMO and LUMO = 0.3430 hartree
Spin multiplicity = 1

# CH4BrN2

A 2-piece molecular cluster, CH4BrN2 overall at a distorted geometry (ωB97M-V with the def2-TZVPD basis set, the OMol25 dataset).

XYZ file:
```
8
Properties=species:S:1:pos:R:3
C 0.811 -0.248 -0.078
N 0.259 -1.384 0.115
N -1.429 1.369 -0.038
Br 2.551 0.224 -0.120
H -0.816 -1.325 0.155
H 0.683 -2.411 0.159
H -0.922 1.744 -0.832
H -1.136 2.030 0.639
```

Computed properties:
ΔE to the lowest compared entry with this formula, charge and spin = 6.233 eV
Total energy = -2723.5541 a.u.
Gap between HOMO and LUMO = 0.2464 hartree
Spin multiplicity = 1
Net charge = +1

# C13H10AsClF6IrN3O6S3Sb

C13H10AsClF6IrN3O6S3Sb as an isolated structure at a distorted geometry (ωB97M-V with the def2-TZVPD basis set, the OMol25 dataset).

XYZ file:
```
45
Properties=species:S:1:pos:R:3
Ir 0.878 0.003 -0.839
O 1.598 2.397 4.398
C 1.048 1.215 4.517
O 0.824 0.696 5.579
C 0.696 0.482 3.249
C -0.041 -0.706 3.203
Cl -0.769 -1.562 4.455
N -0.139 -1.096 1.911
N 0.505 -0.221 1.125
C 1.013 0.736 1.906
C 1.747 1.852 1.207
O 2.155 2.811 1.839
O 1.876 1.662 -0.044
C -0.828 -2.218 1.392
C -0.507 -3.496 1.831
C -1.175 -4.581 1.285
C -2.173 -4.394 0.338
C -2.494 -3.117 -0.085
C -1.812 -2.023 0.426
H 1.782 2.694 3.462
H 0.249 -3.632 2.586
H -0.917 -5.583 1.595
H -2.704 -5.246 -0.063
H -3.270 -2.960 -0.817
H -2.072 -1.030 0.100
N 1.388 3.265 -2.419
C 1.373 2.731 -3.673
C 0.838 1.081 -3.733
O 0.176 0.853 -4.688
O 1.361 0.448 -2.815
H 0.535 3.667 -2.053
H 2.010 2.880 -1.714
H 2.369 2.562 -4.086
H 0.695 3.238 -4.353
S 3.164 -1.744 -4.177
Sb 2.505 -2.817 -2.204
S 3.400 -1.092 -0.759
S 0.164 -1.998 -1.643
F -0.721 2.212 0.005
As -2.282 2.077 -0.890
F -2.805 0.984 0.385
F -1.459 0.675 -1.726
F -3.680 1.762 -1.830
F -1.575 3.107 -2.129
F -2.926 3.427 -0.054
```

Computed properties:
ΔE to the lowest compared entry with this formula, charge and spin = 1.103 eV
Total energy = -5951.4907 a.u.
Gap between HOMO and LUMO (spin up / spin down) = 0.3038 / 0.2050 hartree
Spin multiplicity = 6
Expectation value of S² = 8.791

- Which of these has the lowest total energy?
  C35H44BaCl5N3PSSe2Te2

- Among the records above, which one has the lowest total energy?
  C35H44BaCl5N3PSSe2Te2

- ΔE to the lowest compared entry with this formula, charge and spin of number 6 (C13H10AsClF6IrN3O6S3Sb)?
  1.103 eV